H5N3 | wB97M-V/def2-TZVPD

The geometry in XYZ format:
```
8
H5N3 | OMol25 | wB97M-V/def2-TZVPD
N 1.655 -0.440 -0.670
N -0.511 -0.153 -0.508
N 0.639 -0.502 0.034
H -1.576 0.939 1.531
H 2.493 -0.635 -0.240
H -1.449 -0.657 -0.321
H -0.429 0.112 -1.557
H -0.821 1.336 1.731
```

- energy above the lowest of the compared OMol25 structures with the same formula, charge and spin (eV) = 1.5198
- E_LUMO (eV) = 1.2
- spin multiplicity = 1
- molecular weight (u) = 47.061
- Kohn-Sham gap (Ha) = 0.3825
- DFT total energy (eV) = -4547.992

Löwdin atomic charge list, values in e, 5 entries: 0.025, -0.073, -0.221, 0.008, 0.002